# 1
Entry from OMol25: 4 unconnected molecules or ions with the total composition C55H49NO9 (the ωB97M-V functional and the def2-TZVPD basis).

Structure (SMILES) = COCCCCC[C@]1(CCCO)CCC(=O)N1.O=C1c2ccccc2C(=O)c2ccccc21.O=C1c2ccccc2C(=O)c2ccccc21.O=C1c2ccccc2C(=O)c2ccccc21
Kohn-Sham gap = 8.35 eV
Multiplicity = 1
Total charge = 0
Energy = -77748.930 eV
HOMO energy = -9.5 eV
LUMO = -0.0421 hartree

Each atom is followed by the atoms it is bonded to, with distances in Å.
CARTESIAN COORDINATES (ANGSTROEM)
1 C 4.7665 5.5709 6.2403  O2 1.419, H18 1.085, H19 1.090, H20 1.086
2 O 4.8947 5.4740 4.8309  C1 1.419, C3 1.429
3 C 5.8506 4.5081 4.3901  O2 1.429, C4 1.524, H21 1.090, H22 1.087
4 C 5.4324 4.0446 2.9993  C3 1.524, C5 1.534, H23 1.081, H24 1.086
5 C 5.4562 2.5293 2.7601  C4 1.534, C6 1.533, H25 1.085, H26 1.085
6 C 4.9188 1.6736 3.9135  C5 1.533, C7 1.521, H27 1.086, H28 1.083
7 C 3.6401 2.1869 4.5577  C6 1.521, C8 1.535, H29 1.084, H30 1.089
8 C 2.3416 1.9921 3.7616  C7 1.535, C9 1.577, C13 1.555, N17 1.424
9 C 1.1618 2.4739 4.6903  C8 1.577, C10 1.535, H31 1.080, H32 1.083
10 C 0.4552 3.7606 4.2427  C9 1.535, C11 1.529, H33 1.084, H34 1.090
11 C 1.3734 4.9296 3.8828  C10 1.529, O12 1.421, H35 1.083, H36 1.094
12 O 0.8917 6.1772 4.3625  C11 1.421, H37 0.966
13 C 2.0517 0.4761 3.5723  C8 1.555, C14 1.518, H38 1.090, H39 1.082
14 C 1.1385 0.4547 2.3601  C13 1.518, C15 1.543, H40 1.079, H41 1.085
15 C 1.5266 1.7205 1.5682  C14 1.543, O16 1.184, N17 1.348
16 O 1.2269 2.0056 0.4585  C15 1.184
17 N 2.3107 2.4277 2.4064  C8 1.424, C15 1.348, H42 1.012
18 H 4.8597 6.6168 6.5151  C1 1.085
19 H 3.7640 5.2717 6.5456  C1 1.090
20 H 5.4895 4.9724 6.7857  C1 1.086
21 H 6.8096 5.0226 4.3216  C3 1.090
22 H 5.9782 3.7010 5.1069  C3 1.087
23 H 4.4757 4.4590 2.7128  C4 1.081
24 H 6.1380 4.4778 2.2972  C4 1.086
25 H 6.4441 2.1760 2.4836  C5 1.085
26 H 4.8413 2.3434 1.8854  C5 1.085
27 H 5.6885 1.5785 4.6735  C6 1.086
28 H 4.7861 0.6697 3.5292  C6 1.083
29 H 3.5029 1.6328 5.4794  C7 1.084
30 H 3.7025 3.2356 4.8444  C7 1.089
31 H 1.5558 2.6192 5.6856  C9 1.080
32 H 0.4079 1.6974 4.7384  C9 1.083
33 H -0.2705 3.5538 3.4645  C10 1.084
34 H -0.1338 4.1023 5.0941  C10 1.090
35 H 2.3954 4.7748 4.2057  C11 1.083
36 H 1.4247 5.0129 2.7928  C11 1.094
37 H -0.0715 6.1208 4.3097  O12 0.966
38 H 2.9058 -0.1200 3.2520  C13 1.090
39 H 1.6959 -0.0100 4.4710  C13 1.082
40 H 1.3007 -0.3539 1.6639  C14 1.079
41 H 0.0885 0.6253 2.5749  C14 1.085
42 H 2.5697 3.3763 2.1693  N17 1.012
43 C -5.4739 -5.9251 4.1390  C44 1.391, C48 1.384, H59 1.082
44 C -4.9600 -5.1101 5.1423  C43 1.391, C45 1.384, H60 1.082
45 C -4.1996 -4.0006 4.8148  C44 1.384, C46 1.389, H61 1.081
46 C -3.9399 -3.7059 3.4826  C45 1.389, C47 1.397, C57 1.489
47 C -4.4376 -4.5362 2.4758  C46 1.397, C48 1.389, C49 1.490
48 C -5.2130 -5.6395 2.8100  C43 1.384, C47 1.389, H62 1.081
49 C -4.1321 -4.2635 1.0436  C47 1.490, O50 1.215, C51 1.487
50 O -4.5681 -4.9804 0.1643  C49 1.215
51 C -3.2733 -3.0957 0.7136  C49 1.487, C52 1.390, C56 1.397
52 C -2.9306 -2.8556 -0.6116  C51 1.390, C53 1.385, H63 1.082
53 C -2.1417 -1.7642 -0.9350  C52 1.385, C54 1.392, H64 1.082
54 C -1.6981 -0.9019 0.0631  C53 1.392, C55 1.385, H65 1.084
55 C -2.0340 -1.1412 1.3849  C54 1.385, C56 1.388, H66 1.080
56 C -2.8131 -2.2404 1.7172  C51 1.397, C55 1.388, C57 1.488
57 C -3.1346 -2.4989 3.1467  C46 1.489, C56 1.488, O58 1.214
58 O -2.7462 -1.7485 4.0190  C57 1.214
59 H -6.0749 -6.7875 4.3968  C43 1.082
60 H -5.1555 -5.3416 6.1812  C44 1.082
61 H -3.8033 -3.3627 5.5931  C45 1.081
62 H -5.6073 -6.2762 2.0300  C48 1.081
63 H -3.2785 -3.5248 -1.3872  C52 1.082
64 H -1.8719 -1.5818 -1.9670  C53 1.082
65 H -1.0860 -0.0444 -0.1909  C54 1.084
66 H -1.6876 -0.4737 2.1595  C55 1.080
67 C -7.7071 -6.3590 -2.0390  C68 1.391, C72 1.385, H83 1.083
68 C -6.4872 -6.5680 -1.4043  C67 1.391, C69 1.384, H84 1.079
69 C -5.3700 -6.9118 -2.1454  C68 1.384, C70 1.389, H85 1.081
70 C -5.4691 -7.0589 -3.5226  C69 1.389, C71 1.398, C81 1.488
71 C -6.7005 -6.8705 -4.1577  C70 1.398, C72 1.388, C73 1.488
72 C -7.8146 -6.5103 -3.4119  C67 1.385, C71 1.388, H86 1.082
73 C -6.8396 -7.0674 -5.6259  C71 1.488, O74 1.214, C75 1.490
74 O -7.9068 -6.8996 -6.1804  C73 1.214
75 C -5.6370 -7.4840 -6.4002  C73 1.490, C76 1.389, C80 1.396
76 C -5.7561 -7.7265 -7.7629  C75 1.389, C77 1.384, H87 1.082
77 C -4.6451 -8.1016 -8.4983  C76 1.384, C78 1.391, H88 1.082
78 C -3.4065 -8.2282 -7.8772  C77 1.391, C79 1.384, H89 1.082
79 C -3.2830 -7.9926 -6.5188  C78 1.384, C80 1.389, H90 1.082
80 C -4.3976 -7.6286 -5.7737  C75 1.396, C79 1.389, C81 1.490
81 C -4.2541 -7.4108 -4.3069  C70 1.488, C80 1.490, O82 1.214
82 O -3.1726 -7.5225 -3.7661  C81 1.214
83 H -8.5779 -6.0813 -1.4589  C67 1.083
84 H -6.4078 -6.4590 -0.3339  C68 1.079
85 H -4.4202 -7.0674 -1.6535  C69 1.081
86 H -8.7637 -6.3527 -3.9059  C72 1.082
87 H -6.7190 -7.6242 -8.2447  C76 1.082
88 H -4.7411 -8.2946 -9.5589  C77 1.082
89 H -2.5376 -8.5150 -8.4553  C78 1.082
90 H -2.3222 -8.0946 -6.0329  C79 1.082
91 C 2.4210 2.1971 -2.2432  C92 1.392, C96 1.383, H107 1.080
92 C 3.5653 2.4342 -1.4878  C91 1.392, C93 1.383, H108 1.082
93 C 4.3640 3.5301 -1.7581  C92 1.383, C94 1.390, H109 1.082
94 C 4.0299 4.3936 -2.7949  C93 1.390, C95 1.396, C105 1.488
95 C 2.8943 4.1440 -3.5683  C94 1.396, C96 1.391, C97 1.488
96 C 2.0874 3.0482 -3.2812  C91 1.383, C95 1.391, H110 1.081
97 C 2.5423 5.0289 -4.7120  C95 1.488, O98 1.214, C99 1.490
98 O 1.5529 4.8175 -5.3832  C97 1.214
99 C 3.4391 6.1782 -5.0189  C97 1.490, C100 1.389, C104 1.396
100 C 3.1600 6.9850 -6.1147  C99 1.389, C101 1.384, H111 1.082
101 C 3.9768 8.0642 -6.4049  C100 1.384, C102 1.391, H112 1.082
102 C 5.0728 8.3480 -5.5962  C101 1.391, C103 1.384, H113 1.082
103 C 5.3585 7.5444 -4.5060  C102 1.384, C104 1.389, H114 1.081
104 C 4.5493 6.4526 -4.2181  C99 1.396, C103 1.389, C105 1.489
105 C 4.8891 5.5785 -3.0610  C94 1.488, C104 1.489, O106 1.215
106 O 5.8468 5.8256 -2.3559  C105 1.215
107 H 1.7949 1.3453 -2.0206  C91 1.080
108 H 3.8298 1.7604 -0.6830  C92 1.082
109 H 5.2506 3.7179 -1.1671  C93 1.082
110 H 1.2015 2.8641 -3.8735  C96 1.081
111 H 2.3056 6.7649 -6.7403  C100 1.082
112 H 3.7602 8.6887 -7.2619  C101 1.082
113 H 5.7064 9.1963 -5.8209  C102 1.082
114 H 6.2123 7.7604 -3.8783  C103 1.081

***

# 2
Entry from OMol25: C5H13NO in the gas phase (the ωB97M-V functional and the def2-TZVPD basis).

Structure (SMILES) = CNCCCCO
Kohn-Sham gap = 9.58 eV
ΔE to the lowest compared entry with this formula, charge and spin = 189.8 kJ/mol
Multiplicity = 1
Total charge = 0
Energy = -8932.043 eV
HOMO energy = -8.6 eV
LUMO = 0.0364 hartree

Each atom is followed by the atoms it is bonded to, with distances in Å.
CARTESIAN COORDINATES (ANGSTROEM)
1 C 2.4616 0.4300 -0.9375  O2 1.427, C3 1.550, H8 1.105, H9 1.089
2 O 2.5370 0.9401 -2.2683  C1 1.427, H10 0.947
3 C 1.0526 0.5167 -0.2974  C1 1.550, C4 1.540, H11 1.091, H12 1.090
4 C 0.2879 -0.8197 -0.2571  C3 1.540, C5 1.543, H13 1.093, H14 1.090
5 C -0.6158 -1.0110 0.9789  C4 1.543, N7 1.448, H15 1.106, H16 1.090
6 C -2.5267 0.4546 0.6819  N7 1.439, H17 1.093, H18 1.113, H19 1.096
7 N -1.2761 0.2212 1.3552  C5 1.448, C6 1.439, H20 1.005
8 H 2.7495 -0.6363 -0.9539  C1 1.105
9 H 3.1651 0.8497 -0.2198  C1 1.089
10 H 1.7567 0.5774 -2.6628  O2 0.947
11 H 0.4352 1.2280 -0.8481  C3 1.091
12 H 1.2355 1.0421 0.6399  C3 1.090
13 H -0.3744 -0.8519 -1.1259  C4 1.093
14 H 0.9830 -1.6520 -0.3653  C4 1.090
15 H -1.3878 -1.7320 0.6520  C5 1.106
16 H -0.1624 -1.5441 1.8149  C5 1.090
17 H -2.5494 0.3073 -0.4004  C6 1.093
18 H -3.3324 -0.2345 1.0213  C6 1.113
19 H -3.0458 1.3987 0.8833  C6 1.096
20 H -1.3933 0.5159 2.3090  N7 1.005